Formula: C45H47GeNP2PdSi
Source: the Open Molecules 2025 dataset
Level of theory: wB97M-V/def2-TZVPD

```
98
Properties=species:S:1:pos:R:3:mulliken_charge:R:1
Pd 0.32 0.03 0.11 0.81
C -3.02 0.05 -2.78 -0.80
N -2.04 0.05 -1.70 -0.03
P -1.28 -1.40 -1.14 1.16
C -2.71 -2.55 -1.05 0.72
C -3.11 -3.24 -2.20 -0.75
C -4.26 -4.01 -2.17 -0.75
C -5.01 -4.11 -1.01 -0.72
C -4.59 -3.45 0.14 -0.85
C -3.44 -2.67 0.13 -0.33
C -0.34 -2.03 -2.56 0.74
C 0.03 -3.38 -2.54 -0.63
C 0.78 -3.90 -3.57 -0.80
C 1.14 -3.10 -4.64 -0.67
C 0.78 -1.76 -4.66 -0.76
C 0.06 -1.21 -3.62 -0.83
P -1.41 1.48 -1.00 0.43
C -2.13 2.81 -2.04 0.54
C -1.39 3.47 -3.01 -0.20
C -1.99 4.44 -3.80 -0.81
C -3.33 4.75 -3.62 -0.66
C -4.07 4.10 -2.64 -0.86
C -3.48 3.14 -1.85 -0.63
C -2.41 1.75 0.51 1.00
C -3.55 1.01 0.81 0.00
C -4.39 1.45 1.82 -1.08
C -4.09 2.59 2.54 -0.63
C -2.94 3.32 2.26 -1.04
C -2.09 2.89 1.25 -0.52
H -3.40 -0.96 -2.92 0.39
H -2.59 0.40 -3.72 0.39
H -3.85 0.71 -2.53 0.30
H -2.52 -3.18 -3.11 0.53
H -4.56 -4.53 -3.06 0.46
H -5.91 -4.70 -1.00 0.44
H -5.18 -3.54 1.04 0.50
H -3.11 -2.17 1.03 0.54
H -0.28 -4.01 -1.71 0.53
H 1.07 -4.94 -3.56 0.48
H 1.71 -3.51 -5.46 0.42
H 1.06 -1.14 -5.50 0.47
H -0.21 -0.16 -3.62 0.63
H -0.34 3.23 -3.15 0.45
H -1.41 4.97 -4.53 0.48
H -3.80 5.50 -4.24 0.44
H -5.11 4.35 -2.49 0.47
H -4.07 2.66 -1.08 0.54
H -3.80 0.13 0.23 0.50
H -5.30 0.90 2.03 0.49
H -4.74 2.92 3.33 0.43
H -2.71 4.21 2.81 0.47
H -1.20 3.45 1.01 0.49
C 2.53 1.30 -2.47 -1.17
Si 2.58 0.19 -0.88 1.18
C 4.01 0.91 0.22 -1.13
C 2.94 -1.67 -1.33 -0.91
H 3.55 1.39 -2.84 0.55
H 2.17 2.30 -2.26 0.33
H 1.93 0.87 -3.26 0.24
H 4.96 0.61 -0.23 0.49
H 4.00 0.57 1.25 0.30
H 3.99 1.99 0.22 0.39
H 4.01 -1.84 -1.29 0.60
H 2.61 -1.88 -2.34 0.23
H 2.46 -2.38 -0.66 0.23
C -1.63 0.34 3.83 -1.62
Ge -0.29 -0.37 2.52 1.51
C 1.28 0.83 3.21 0.62
C 1.76 0.76 4.50 -0.69
C 2.55 1.80 4.97 -0.75
C 2.88 2.85 4.13 -0.72
C 2.40 2.91 2.84 -1.44
C 1.61 1.87 2.36 -0.37
C 0.28 -2.16 3.32 0.74
C -0.64 -2.82 4.11 -0.83
C -0.38 -4.10 4.60 -1.07
C 0.82 -4.72 4.31 -0.66
C 1.79 -4.07 3.53 0.80
C 3.04 -4.66 3.24 -0.78
C 4.01 -3.98 2.53 -0.97
C 3.75 -2.70 2.05 -0.69
C 2.53 -2.11 2.30 0.30
C 1.52 -2.76 3.03 -0.33
H -1.30 0.09 4.83 0.62
H -2.64 -0.04 3.67 0.54
H -1.67 1.42 3.75 0.45
H 1.50 -0.07 5.15 0.53
H 2.91 1.76 5.99 0.48
H 3.55 3.62 4.48 0.45
H 2.64 3.73 2.18 0.56
H 1.24 1.90 1.33 0.64
H -1.58 -2.34 4.35 0.49
H -1.13 -4.60 5.20 0.48
H 1.03 -5.70 4.71 0.49
H 3.23 -5.67 3.58 0.47
H 4.98 -4.43 2.35 0.45
H 4.51 -2.16 1.50 0.51
H 2.33 -1.10 1.95 -0.44
```

As for the expectation value of S²: 0.904. The spin multiplicity is 2. As for the charge: +3. The calculation puts the electronic energy at -4973.72614 a.u.